# C53H65F5N6NiO6P2SeTe

C53H65F5N6NiO6P2SeTe as an isolated structure at a distorted geometry (ωB97M-V/def2-TZVPD, the Open Molecules 2025 dataset).

Last column: Löwdin spin population.
Geometry (Å):
H -4.59846 4.70057 0.37651  0.000
C -3.45246 1.70537 1.46391  0.000
C 0.73684 -2.54953 4.63691  0.000
N -1.15636 1.07767 1.09981  -0.002
P 3.53894 -0.01373 1.23591  0.000
H 3.63064 3.44867 3.77291  0.000
C 3.32154 -7.83593 0.20001  0.063
C -5.82226 2.99587 0.78171  0.000
C 2.12174 -5.32083 -0.37489  0.058
H -4.17306 -2.25203 1.67911  0.000
F 0.52184 -6.48813 -1.66879  0.013
C 2.19344 -7.75533 -0.61479  -0.011
H 2.11034 1.37717 4.52211  0.000
C -3.16866 -4.57403 -2.34039  0.000
C 0.59914 -4.89103 4.11931  0.000
C -0.02836 -3.24983 2.47661  0.020
O 1.48274 2.07547 0.51241  0.000
H 2.79954 4.99417 3.46021  0.000
P 2.03364 2.29857 1.84881  0.000
O 3.04184 1.14527 2.34861  0.000
C -3.41286 2.02447 -5.56599  0.000
C -3.44046 3.02797 1.04681  0.000
H -4.11756 4.20647 -2.31849  0.000
H -2.02116 -2.17123 -3.84339  0.000
H -0.11546 -5.35053 2.14971  0.001
H 6.22314 -1.69683 2.89971  0.000
Ni 0.46584 0.00807 0.86051  0.004
H -4.66156 0.01177 1.89121  0.000
H 3.68314 -0.08893 -1.36859  0.000
H 1.37504 7.33577 -2.07499  0.000
N 0.16614 -0.87613 2.95261  0.001
H 5.34024 0.47827 -1.68189  0.000
H -2.61866 -1.50183 1.28951  0.000
H 0.73444 -5.92613 4.40411  0.000
C -3.59536 2.92607 -4.52969  0.000
H -0.28646 -0.30463 -3.28819  0.000
C -4.89186 -6.18083 -1.43749  0.000
C 1.39554 5.31437 -2.78529  0.000
H -5.34936 1.96937 -6.47009  0.000
C 0.01664 3.72097 -1.60759  0.000
F 3.85124 -4.32643 0.89361  0.013
C -1.80726 1.92277 -3.25399  0.000
F 3.88204 -9.03283 0.48591  0.018
H 0.58204 2.79687 -4.33169  0.000
O 2.43064 -0.65683 0.54961  0.001
H -1.02556 4.53177 0.06131  0.000
C -0.11746 3.32777 2.94861  0.000
H -4.37756 3.66987 -4.60839  0.000
C 0.14204 6.03637 -0.88909  0.000
C -3.14876 -2.44583 1.35991  0.000
H -2.66456 -3.04533 2.13061  0.000
H 6.23514 -0.10583 2.13001  0.000
H 3.82984 4.95737 0.38941  0.000
C -2.19026 0.98657 1.86371  0.000
H -0.66336 -0.77843 -4.96359  0.000
C -3.98036 -4.99523 -1.30079  0.000
C 1.00894 6.32837 -1.92719  0.000
H 4.21924 -2.97993 2.97111  0.000
H -4.07236 1.24657 -7.45339  0.000
F 4.96634 -6.71373 1.48751  -0.007
H 0.64924 -0.28453 3.62691  0.000
H 0.96274 -1.76533 5.35121  0.000
H -0.17666 6.81317 -0.20609  0.000
H -1.05676 2.88747 3.28571  0.000
H 5.14394 2.82807 0.23561  0.000
O -2.21186 0.36427 2.97081  0.000
H 2.35104 4.09287 -0.08939  0.000
C -2.34326 -3.46783 -2.21099  0.000
H 1.28144 -4.10153 5.99531  0.000
Se 1.29834 -3.67433 -0.65139  0.687
F 1.68234 -8.88923 -1.14109  -0.008
H -2.87616 3.39007 -1.33749  0.000
H 3.32504 -1.74523 3.88591  0.000
H -1.34376 -3.79313 -4.08719  0.000
O -1.97236 -0.48653 -1.47179  0.001
C 0.92094 4.01757 -2.63079  0.000
H 5.56914 -0.29203 3.76651  0.000
C 0.28344 -2.21883 3.35971  0.003
C 5.66964 -0.76313 2.78111  0.000
H -2.21406 0.39857 -6.24999  0.000
H -4.57746 -4.60533 0.70451  0.000
C -1.58056 1.04487 -4.31589  0.000
H -0.54316 -2.64933 -2.99909  0.003
C 0.12574 -4.56813 2.85491  0.007
N 3.02324 3.66677 1.81201  0.000
C -5.84196 1.67627 1.20221  0.000
C 4.39514 0.71237 -1.17949  0.000
C -2.38766 1.10277 -5.44659  0.000
H 5.37914 1.98877 1.77341  0.000
H -0.84836 -0.53403 2.95291  0.000
C -0.33806 4.74617 -0.74389  0.000
H -0.35646 -2.98093 1.48531  0.014
H 0.07464 4.24967 3.51481  0.000
C -0.45126 0.05877 -4.30019  0.000
H 2.73884 -2.29323 2.29811  0.000
C -3.13116 -3.17443 0.05261  0.000
C -1.50696 -3.00103 -3.35969  0.001
H 0.39294 1.59837 4.95711  0.000
H -4.19396 3.00147 -7.30679  0.000
C -1.50736 -1.49023 -0.89209  0.001
C -4.30666 2.05927 -6.77109  0.000
C 1.61324 -6.53013 -0.88129  0.053
H -6.78016 1.14357 1.26621  0.000
C 0.90594 -3.87313 5.00581  0.003
N 4.39764 -1.06523 2.17991  0.000
C -4.66576 1.03517 1.54751  0.000
C 3.27664 -5.44633 0.41261  0.053
C 3.49084 4.24617 3.04671  0.000
C -4.61836 3.67257 0.71011  0.000
C -2.81836 2.87727 -3.38219  0.000
H 2.24994 5.47317 1.01931  0.000
C 5.44664 1.88227 0.69401  0.000
H 2.06894 5.53447 -3.60489  0.000
H -5.90586 -5.90973 -1.14589  0.000
N 0.95164 2.36827 3.11311  0.000
C -2.32826 -2.76173 -1.00809  0.001
C 1.35874 2.94937 -3.58209  0.000
H 1.50674 2.96747 5.06181  0.000
H -4.91326 -6.55083 -2.45959  0.000
H -0.20456 3.55917 1.88991  0.000
H 3.99694 1.65027 -1.58589  0.000
N 4.60264 0.79657 0.25311  0.000
H -3.18096 -5.10973 -3.28009  0.000
H -4.56206 -6.98723 -0.78279  0.000
C -3.08406 3.86617 -2.29569  0.000
C 3.62604 -2.06993 2.88351  0.000
H -6.74126 3.49977 0.51771  0.000
H -2.49746 3.55177 1.00451  0.000
Te -0.77166 1.66837 -1.34199  0.000
C 2.85234 4.60507 0.72851  0.000
H 6.48974 1.68807 0.41991  0.000
H 1.49254 2.00957 -3.04229  0.000
H 4.45054 4.74117 2.87161  0.000
H 0.46564 0.52747 -4.65859  0.000
H 2.28434 3.22217 -4.08869  0.000
C -3.94176 -4.28893 -0.11009  0.000
H -2.43096 4.73257 -2.40709  0.000
O -0.43376 -1.53613 -0.24269  0.020
C 1.26474 2.06217 4.48721  0.000
C 3.86274 -6.65953 0.70951  -0.010

Forces on the atoms, in the same order (eV/Å):
0.03 0.10 -0.01
0.21 0.12 0.06
0.03 0.03 -0.05
1.49 -1.05 -0.45
1.99 1.27 1.35
0.12 0.07 0.23
0.04 -0.17 0.04
-0.08 0.10 -0.02
0.47 -1.06 0.27
0.00 0.03 0.03
0.61 -0.32 0.44
-0.02 -0.68 -0.11
-0.02 -0.03 0.17
0.05 -0.02 -0.01
0.06 -0.19 -0.01
0.06 0.23 -0.03
-0.13 -0.35 -0.37
-0.01 -0.07 -0.03
0.47 1.28 1.44
0.24 -0.88 -0.61
0.07 0.06 0.01
0.05 -0.04 0.17
-0.11 0.03 0.00
0.12 0.09 -0.09
-0.05 -0.11 -0.09
0.06 0.04 0.02
-1.80 0.78 1.39
-0.06 -0.06 0.05
0.01 0.11 -0.23
0.03 0.06 0.01
0.12 0.46 -0.20
-0.06 0.03 0.02
-0.02 0.13 0.15
-0.01 -0.03 0.02
0.01 -0.18 -0.12
0.12 -0.12 -0.13
0.05 0.05 0.05
0.10 0.06 -0.11
-0.12 -0.01 -0.06
0.32 -0.47 -0.15
-0.10 -0.73 -0.09
0.70 -0.35 -0.10
-0.40 0.89 -0.24
0.00 -0.13 -0.07
-1.19 -0.54 -0.58
-0.12 0.02 0.07
-0.26 0.20 -0.15
-0.13 0.10 0.04
-0.07 0.16 0.05
0.04 0.05 -0.02
-0.02 0.03 0.11
0.18 0.03 -0.01
0.06 0.09 -0.04
1.00 0.01 0.15
0.01 -0.08 0.01
-0.04 0.00 0.06
0.02 0.13 0.01
0.01 -0.02 0.04
-0.01 -0.08 -0.10
-0.47 -0.01 -0.34
-0.22 -0.05 -0.17
0.01 0.08 -0.04
-0.01 0.07 0.07
-0.03 -0.01 -0.04
-0.07 -0.02 0.03
-0.63 -0.86 0.96
0.00 0.21 -0.15
0.03 -0.02 0.13
-0.02 -0.05 0.03
-0.16 0.42 -0.25
0.19 0.49 0.26
-0.08 0.25 -0.05
0.03 0.04 -0.01
0.00 -0.08 -0.05
-0.17 -0.94 0.08
0.05 0.03 -0.03
-0.02 0.01 0.02
0.10 -0.23 0.16
0.14 0.12 -0.08
0.01 -0.12 -0.13
-0.10 -0.02 0.20
-0.04 0.08 -0.11
0.10 0.08 -0.12
0.02 -0.11 0.09
-0.78 -0.69 0.10
-0.07 -0.17 0.03
-0.01 -0.22 -0.31
-0.08 -0.04 -0.04
0.06 0.13 0.03
0.16 0.19 -0.02
-0.10 -0.11 0.14
-0.13 0.03 -0.16
0.07 -0.02 -0.01
-0.02 -0.09 0.00
-0.09 -0.15 0.10
0.04 -0.07 -0.02
-0.15 0.02 0.05
0.02 -0.06 0.01
-0.04 0.07 -0.10
-0.89 0.38 -0.71
0.06 0.04 0.05
-0.52 0.59 -0.34
-0.10 -0.05 -0.02
0.05 0.00 0.10
-0.53 0.29 -0.51
0.05 0.00 0.03
-0.10 0.79 -0.03
0.03 -0.13 0.03
-0.04 0.08 0.04
-0.06 0.13 0.06
0.02 -0.05 0.00
0.19 0.09 0.10
0.09 0.02 -0.05
-0.10 -0.06 -0.01
0.88 -0.05 -0.57
-0.02 -0.01 0.05
0.12 0.06 -0.06
0.05 -0.05 -0.03
-0.01 -0.06 -0.08
-0.23 0.08 -0.02
-0.02 -0.08 0.10
-0.76 -0.33 0.49
0.00 -0.09 -0.12
-0.03 -0.13 0.01
-0.05 0.04 0.02
-0.25 -0.17 0.10
-0.09 0.02 -0.04
0.06 -0.01 -0.07
-1.00 1.89 -1.35
-0.02 0.10 -0.36
-0.01 -0.01 0.02
0.03 0.00 -0.15
0.03 -0.04 0.07
0.13 0.05 0.05
0.08 0.03 -0.07
0.02 -0.04 -0.18
0.01 0.06 0.10
0.67 -0.29 0.49
0.08 -0.12 0.10
0.51 -0.29 0.32

- Gap between HOMO and LUMO (alpha / beta): 4.79 / 2.88 eV
- E_HOMO (alpha / beta): -0.108 / -0.108 Ha
- Net charge: -1
- Multiplicity: 2
- ⟨S²⟩: 0.767
- Lowest unoccupied orbital energy (alpha / beta): 1.85 / -0.06 eV